## 1
Computed, not measured: a structure of composition C4H6N3, with wB97M-V/def2-TZVPD.

## Properties
- HOMO energy (eV) = -15.29
- charge = +1
- LUMO level (Ha) = -0.2267

Each line ends with the Löwdin charge.
CARTESIAN COORDINATES (ANGSTROEM)
C (1.0817, -1.5723, -0.8379)  -0.056
C (0.6600, 0.4100, -0.6937)  -0.166
C (0.2763, -0.4848, 0.5693)  -0.183
C (-1.1745, -0.4089, 0.9037)  -0.006
N (1.2064, -0.5454, -1.6213)  0.188
N (0.5657, -1.9824, 0.1745)  0.238
N (0.3998, 1.6694, -0.9670)  0.265
H (0.8920, -0.2026, 1.3307)  0.130
H (-1.8112, -0.7804, 0.1589)  0.093
H (-1.3581, 0.5765, 1.0918)  0.063
H (-1.4576, -1.0462, 1.7627)  0.128
H (0.1041, 2.1467, -0.1071)  0.158
H (0.6155, 2.2205, -1.7648)  0.148

=====

## 2
Computed, not measured: a cluster of 2 separate species, C4H6N3 in total, with wB97M-V/def2-TZVPD.

## Properties
- HOMO energy (eV) = -14.52
- charge = +1
- LUMO level (Ha) = -0.1934

Each line ends with the Löwdin charge.
CARTESIAN COORDINATES (ANGSTROEM)
C (-3.0398, -0.4253, -0.1138)  -0.014
C (2.3402, -1.3946, -0.0054)  0.163
C (1.7675, 0.9478, 0.1014)  -0.011
C (0.3473, 0.9768, -0.1657)  -0.175
N (2.3220, -0.1536, 0.1544)  0.093
N (-0.2575, -0.1174, -0.2646)  0.152
N (-4.0042, 0.0293, 0.3310)  0.109
H (2.5497, -1.8493, -1.0257)  0.157
H (1.9523, -1.9919, 0.9062)  0.166
H (2.2242, 1.7853, 0.4338)  0.118
H (0.0522, 2.0048, -0.3425)  0.128
H (-4.9650, 0.2614, 0.6186)  0.118
H (-1.2889, -0.0734, -0.6277)  -0.002

=====

## 3
Computed, not measured: a cluster of 2 separate species, C4H6N3 in total, with wB97M-V/def2-TZVPD.

## Properties
- HOMO energy (eV) = -15.37
- charge = +1
- LUMO level (Ha) = -0.1339

Each line ends with the Löwdin charge.
CARTESIAN COORDINATES (ANGSTROEM)
C (2.7495, 3.5284, -0.8060)  0.034
C (-0.5764, 0.2934, 0.4242)  -0.078
C (-1.6710, -1.7973, -0.3315)  -0.093
C (-0.5843, -2.2966, 0.5217)  -0.004
N (1.8416, 2.9419, -0.4357)  0.083
N (-0.9921, -0.8835, 0.4778)  0.002
N (-0.2265, 1.3667, 0.6698)  0.348
H (3.6237, 4.0169, -0.9364)  0.045
H (-1.4653, -1.7115, -1.4124)  0.137
H (-2.7607, -2.2536, -0.2662)  0.179
H (-0.6555, -2.6276, 1.5541)  0.130
H (0.3305, -2.7515, -0.0106)  0.162
H (0.3863, 2.1743, 0.5512)  0.056

=====

Energy ordering: 3 at the bottom, the next structure 18.4 kJ/mol above.

=====

## 1
Computed, not measured: a cluster of 2 separate species, CH4FNS in total, with wB97M-V/def2-TZVPD.

## Properties
- HOMO energy (eV) = -9.89
- LUMO level (Ha) = -0.0487

Each line ends with the Löwdin charge.
CARTESIAN COORDINATES (ANGSTROEM)
C (-0.9432, -0.0974, 0.3199)  -0.152
N (0.1852, 0.4403, -0.4770)  -0.558
F (2.5518, -1.2537, -0.1558)  -0.588
S (1.6023, 0.7378, 0.1776)  0.921
H (-1.8938, 0.5658, 0.1151)  0.116
H (-0.9955, -1.1743, -0.0935)  0.100
H (-0.4901, -0.2418, 1.3851)  0.093
H (-0.0168, 1.0233, -1.2714)  0.067

=====

## 2
Computed, not measured: a cluster of 2 separate species, CH4FNS in total, with wB97M-V/def2-TZVPD.

## Properties
- HOMO energy (spin up / spin down) (eV) = -9.74 / -10.12
- LUMO level (spin up / spin down) (Ha) = -0.0728 / -0.0701

Each line ends with the Löwdin charge.
CARTESIAN COORDINATES (ANGSTROEM)
C (-0.9002, -0.1231, 0.3244)  -0.090
N (0.2394, 0.4958, -0.3488)  -0.514
F (2.4121, -1.2804, -0.1976)  -0.584
S (1.6943, 1.0128, 0.1244)  0.906
H (-0.6391, -0.4017, 1.2705)  0.050
H (-1.6534, 0.5645, 0.3769)  0.050
H (-1.2061, -1.0671, -0.2966)  0.143
H (0.0530, 0.7992, -1.2532)  0.039

=====

Energy ordering: 1 at the bottom, the next structure 46.6 kJ/mol above.

=====

## 1
Computed, not measured: a cluster of 40 separate species, H80O40 in total, with wB97M-V/def2-TZVPD.

## Properties
- multiplicity = 2
- HOMO energy (spin up / spin down) (eV) = -12.03 / -12.03
- charge = +1
- LUMO level (spin up / spin down) (Ha) = -0.1057 / -0.3640

Each line ends with the Mulliken spin population.
CARTESIAN COORDINATES (ANGSTROEM)
H (3.0366, 1.2980, -0.2962)  -0.001
H (3.5314, 0.4739, -1.3925)  0.000
O (3.2450, 0.3916, -0.5174)  -0.001
H (4.3325, -0.6064, 1.3841)  0.000
H (2.8431, -0.1620, 1.5739)  0.002
O (3.5034, -0.9077, 1.7796)  0.001
H (1.5760, 1.3580, -6.3007)  0.000
H (0.5961, 0.2065, -5.7747)  0.000
O (1.4287, 0.3656, -6.1779)  0.000
H (3.4295, -0.8456, -4.8344)  0.000
H (1.8378, -1.0434, -4.7542)  0.000
O (2.6337, -1.3148, -4.3973)  0.000
H (2.6877, 5.3175, -0.4832)  -0.015
H (3.0015, 5.4265, 0.7773)  -0.007
O (2.2735, 5.7332, 0.2719)  0.334
H (-0.3127, -1.8169, 0.2708)  0.000
O (-0.3957, -1.7657, -0.7312)  0.000
H (-0.1240, -6.9496, -1.2366)  0.000
O (-0.2581, -6.1704, -1.6338)  0.000
H (1.7047, 1.0961, 2.1021)  -0.004
H (1.2566, 0.5277, 3.5743)  -0.002
O (1.7125, 1.2251, 3.0907)  0.063
H (-2.0695, 2.9044, -2.5941)  0.000
H (-0.9563, 2.2760, -3.2626)  -0.001
O (-1.1113, 2.7677, -2.5257)  0.015
H (2.2856, -3.3622, -2.5623)  0.000
H (3.0743, -2.9476, -3.8285)  0.000
O (3.2849, -3.2535, -2.8817)  0.000
H (0.0233, -0.0018, 4.7146)  -0.001
H (-0.4715, -1.2195, 3.9952)  0.001
O (0.3485, -0.9309, 4.3772)  0.000
H (-1.2539, -1.1180, -2.5851)  0.000
O (-1.0716, -0.2008, -2.4960)  -0.001
H (-0.2154, 3.6758, 0.5811)  -0.016
H (-0.4224, 3.7792, -0.7797)  -0.015
O (0.2468, 3.3557, -0.2433)  0.386
H (3.4090, -5.9128, -0.6682)  0.000
H (2.8996, -4.5026, -0.7358)  0.000
O (3.0984, -5.2564, 0.0388)  0.000
H (-2.1005, 5.4598, 2.8161)  0.000
H (-2.8599, 4.2007, 3.1987)  0.000
O (-2.1461, 4.7510, 3.6141)  0.000
H (1.6540, 0.6213, -3.3934)  0.000
H (1.7927, 0.8394, -2.1527)  0.000
O (2.2938, 1.1486, -2.8965)  0.000
H (-0.2550, -1.1305, 2.0884)  -0.001
H (-0.4157, 0.4143, 1.9507)  -0.001
O (-0.2257, -0.3254, 1.4979)  -0.002
H (-5.6340, 4.0840, -0.5149)  0.000
H (-5.0967, 2.6844, -0.7803)  0.000
O (-4.9104, 3.6468, -0.8357)  0.000
H (-1.5745, -3.1618, 5.6933)  0.000
O (-1.3820, -3.0314, 4.7620)  0.000
H (4.9282, 2.0245, 2.4505)  0.000
H (4.2967, 1.0116, 1.3120)  0.000
O (4.1061, 1.7253, 2.0785)  0.001
H (-2.0078, 4.5672, -1.3929)  -0.001
O (-2.3953, 4.5988, -0.4945)  0.003
H (0.9130, 4.7416, -4.0791)  0.000
H (1.4064, 5.5168, -2.7492)  -0.002
O (1.6895, 5.1166, -3.6333)  0.000
H (-1.1064, 6.0283, 0.3235)  -0.003
H (0.3565, 6.0220, 0.4523)  -0.009
O (-0.3317, 6.5245, 0.3326)  0.110
H (2.4300, -3.0033, 5.3652)  0.000
H (1.7387, -3.0942, 4.0733)  0.000
O (2.5049, -3.4978, 4.5877)  0.000
H (4.3262, -1.9887, -0.3591)  0.000
H (4.3276, -2.5311, -1.9451)  0.000
O (4.6462, -1.9011, -1.2117)  0.000
H (-4.6580, -4.9421, -0.5356)  0.000
H (-3.2215, -5.4727, -0.3407)  0.000
O (-3.7400, -5.2795, -1.0235)  0.000
H (0.1697, -1.2727, -2.8866)  0.000
H (1.1959, -1.9957, -1.9603)  0.000
O (0.7464, -2.1698, -2.8494)  0.000
H (3.4289, 4.3514, -2.6953)  0.001
H (3.3741, 3.3716, -1.6247)  0.000
O (3.6097, 4.3406, -1.6420)  -0.001
H (1.9995, -1.9530, 0.4497)  0.000
H (2.0319, -2.9796, 1.3134)  0.000
O (1.3731, -2.6431, 0.6958)  0.000
H (-1.6509, 2.0148, 3.2861)  -0.001
H (-1.9822, 1.3194, 4.4473)  0.000
O (-2.1127, 1.1769, 3.4595)  0.000
H (-1.6786, -2.0873, 1.8557)  0.000
H (-0.3106, -2.8994, 1.4492)  0.000
O (-1.2572, -3.0182, 1.7667)  0.000
H (-1.0562, -1.2061, -5.2693)  0.000
O (-1.7349, -1.7649, -5.1562)  0.000
H (-0.0661, -5.7962, 1.8940)  0.000
H (-0.0851, -5.4031, 3.0655)  0.000
O (-0.6837, -5.2146, 2.3310)  0.000
H (-2.3488, -2.8782, 4.4510)  0.000
H (-0.8545, -2.5651, -1.0152)  0.000
H (-3.3083, 4.2110, -0.4175)  -0.001
H (0.2889, -6.1191, -2.3900)  0.000
H (-1.0007, 0.1809, -1.7138)  0.000
H (-1.6003, -2.4940, -4.6065)  0.000
O (-2.8004, 1.0014, -4.5013)  0.000
H (-2.1647, 0.3453, -4.1631)  0.000
H (-2.6548, 0.8408, -5.4698)  0.000
O (-3.9492, -2.2375, 3.8684)  0.000
H (-4.7757, -2.7245, 4.2536)  0.000
H (-4.2692, -2.6122, 3.0263)  0.000
O (-3.9116, -0.2847, 0.1690)  0.000
H (-3.4977, 0.6883, 0.1955)  0.000
H (-3.1182, -0.8362, 0.2579)  0.000
O (-0.1341, 1.9951, 5.2303)  0.000
H (0.6606, 1.5937, 4.8128)  0.000
H (-0.5250, 1.0250, 5.6071)  0.000
O (1.2169, 3.7407, 3.3799)  0.181
H (1.9526, 3.2795, 3.5837)  -0.006
H (0.7260, 3.9752, 4.1758)  -0.006
O (-3.7639, 3.3541, -3.0193)  0.000
H (-4.4741, 2.6795, -2.9640)  0.000
H (-4.2372, 4.1146, -2.6474)  0.000
O (-3.9061, -4.6549, 1.4642)  0.000
H (-3.6844, -5.5421, 1.3464)  0.000
H (-3.1648, -4.5053, 2.0588)  0.000

=====

## 2
Computed, not measured: a cluster of 40 separate species, H80O40 in total, with wB97M-V/def2-TZVPD.

## Properties
- multiplicity = 2
- HOMO energy (spin up / spin down) (eV) = -12.46 / -12.46
- charge = +1
- LUMO level (spin up / spin down) (Ha) = -0.1166 / -0.3631

Each line ends with the Mulliken spin population.
CARTESIAN COORDINATES (ANGSTROEM)
H (-0.6787, -4.4016, 1.6234)  0.000
H (-0.0569, -5.3512, 0.7388)  0.000
O (0.1712, -4.8080, 1.5279)  0.000
H (-0.3247, -0.4865, -0.3933)  0.000
H (-1.0065, 0.1796, -1.6852)  -0.001
O (-0.9821, -0.5998, -1.0608)  0.003
H (-1.4506, 2.9223, -1.5922)  0.000
H (-1.3930, 3.4510, -3.0681)  0.000
O (-1.9292, 2.9218, -2.4330)  0.000
H (1.1518, 0.5876, 3.7081)  0.000
H (0.8865, 1.2254, 2.5773)  0.000
O (0.3689, 1.0636, 3.3880)  0.000
H (-0.6282, 5.4910, -1.6493)  0.000
H (-2.1128, 5.1849, -2.0301)  0.000
O (-1.4712, 5.9000, -1.9610)  0.000
H (2.5860, -2.5110, -2.8469)  0.000
O (2.9581, -2.7841, -2.0193)  0.000
H (-6.0936, -1.2068, 1.1354)  0.000
O (-5.9167, -0.9477, 2.0484)  0.000
H (-4.1774, 0.3068, 3.2050)  0.000
H (-3.3956, 1.0482, 2.0164)  0.000
O (-3.4292, 0.2564, 2.5887)  0.000
H (-0.4923, 1.1918, 1.5445)  0.000
H (-1.6548, 2.1698, 1.5523)  0.000
O (-0.7440, 2.1037, 1.2813)  0.000
H (-2.9731, -3.8481, -2.6243)  -0.007
H (-1.6040, -3.2271, -3.0011)  -0.011
O (-2.3947, -3.5889, -3.3969)  0.418
H (-1.9652, 0.4137, -2.8126)  0.000
H (-1.1809, 1.3492, -3.7311)  -0.001
O (-1.3681, 0.4192, -3.5828)  0.004
H (-3.8963, 0.6655, -0.1410)  0.000
O (-4.5917, 1.1169, -0.6583)  0.000
H (2.1658, 1.2029, -3.4452)  0.000
H (2.2538, -0.3300, -2.6700)  0.000
O (2.2581, 0.6549, -2.6626)  0.000
H (4.9002, 1.4208, 2.5807)  0.000
H (4.2921, 0.3764, 1.7042)  0.000
O (4.9434, 0.4532, 2.4440)  0.000
H (-1.4685, 4.4614, 4.0175)  0.000
H (-0.8771, 3.3335, 3.0176)  0.000
O (-1.6112, 3.8781, 3.2671)  0.000
H (4.2305, 2.4412, -4.5543)  0.000
H (3.8146, 2.3658, -3.0300)  0.000
O (4.3618, 2.8498, -3.6980)  0.000
H (0.3285, 5.8933, -0.0162)  0.000
H (-0.2085, 4.6866, 0.9380)  0.000
O (-0.3017, 5.2240, 0.1803)  0.000
H (1.5993, -2.2095, 4.8724)  0.000
H (2.1430, -3.5254, 5.1375)  0.000
O (1.8168, -2.9971, 4.3690)  0.000
H (4.6924, 2.8137, -0.0629)  0.000
O (4.2844, 3.2058, 0.7049)  0.000
H (2.8457, -1.2977, 3.7630)  0.000
H (4.2013, -0.4584, 3.7560)  0.000
O (3.4453, -0.8094, 4.2928)  0.000
H (3.3411, 1.9438, 3.4157)  0.000
O (2.7567, 1.6810, 4.1118)  0.000
H (1.1103, -5.7767, -0.1350)  0.000
H (2.4157, -6.2884, -0.9224)  0.000
O (1.6866, -5.6708, -0.9030)  0.002
H (-0.5046, -1.9760, -1.6361)  -0.002
H (-0.8530, -3.4913, -1.4920)  -0.006
O (-0.1840, -2.8957, -1.9534)  0.010
H (0.7817, -1.3364, 1.8462)  0.000
H (-0.7587, -0.9393, 1.9219)  0.000
O (-0.0092, -1.0055, 1.3053)  0.000
H (-4.3330, -0.7273, -3.5425)  -0.001
H (-3.5751, -1.8699, -3.5878)  -0.002
O (-3.7999, -1.2146, -2.9015)  0.008
H (3.0730, 0.5600, 0.4947)  0.000
H (2.2008, -0.4727, 1.2998)  0.000
O (2.6102, 0.4170, 1.3357)  0.000
H (0.8193, 5.8078, 2.5262)  0.000
H (1.5808, 4.8808, 3.6061)  0.000
O (1.4987, 5.7283, 3.1911)  0.000
H (-4.7251, 3.2852, 2.7978)  0.000
H (-3.1468, 3.3669, 2.5566)  0.000
O (-3.9693, 2.9154, 2.3421)  0.000
H (5.5706, -1.9785, 0.4833)  0.000
H (6.7261, -1.1991, 0.9368)  0.000
O (6.3185, -2.0729, 1.0417)  0.000
H (-5.4741, -3.7183, -2.1027)  0.000
H (-4.3897, -2.8612, -1.8387)  -0.001
O (-4.8224, -3.5801, -1.3737)  0.001
H (0.0634, -4.2304, -2.9973)  -0.019
H (1.0017, -5.3409, -2.6391)  -0.009
O (0.2385, -5.1499, -3.2850)  0.508
H (0.9072, 3.0647, 2.5962)  0.000
O (1.6397, 3.1240, 1.9881)  0.000
H (0.1901, 1.9979, 4.9170)  0.000
H (-0.3551, 1.3054, 6.1678)  0.000
O (-0.3907, 2.1674, 5.6936)  0.000
H (3.4151, 2.9041, 0.5630)  0.000
H (2.8455, -3.7079, -1.8710)  0.000
H (3.0884, 0.9350, 4.6215)  0.000
H (-4.9417, -0.8384, 1.9850)  0.000
H (-4.9574, 1.7513, -0.0353)  0.000
H (1.1941, 2.9628, 1.1450)  0.000
O (-2.5169, -4.1207, -0.7351)  -0.003
H (-3.2392, -4.7621, -0.5010)  0.000
H (-2.7242, -3.6837, 0.1460)  -0.002
O (-2.6758, -1.5072, 0.6386)  0.000
H (-3.1422, -1.6504, -0.1705)  -0.001
H (-1.7734, -1.6784, 0.5443)  0.000
O (2.2170, -2.2851, 1.3876)  0.000
H (2.3590, -2.4600, 0.4139)  0.000
H (1.7901, -3.1628, 1.4990)  0.000
O (-2.2983, -1.6662, -5.4067)  0.124
H (-1.4057, -1.9571, -5.1058)  -0.005
H (-2.2706, -0.6984, -5.3196)  -0.006
O (0.9722, -1.2079, -3.6944)  -0.002
H (1.3501, -0.5967, -4.3323)  0.000
H (0.2363, -0.7905, -3.2433)  0.000
O (0.3375, 2.0934, -1.1789)  0.000
H (-0.2182, 2.1112, -0.3522)  0.000
H (0.8665, 1.2949, -1.2046)  0.000
O (0.4217, 1.2980, -5.7881)  0.000
H (1.0584, 2.0104, -5.6792)  0.000
H (0.4514, 1.1212, -6.7451)  0.000

=====

Energy ordering: 2 at the bottom, the next structure 791.0 kJ/mol above.